Entry from the Open Molecules 2025 dataset: C36H26F9HgN4PS4 as an isolated structure (wB97M-V/def2-TZVPD).

Structure (ORCA input):
```
! RIJCOSX wB97M-V def2-TZVPD def2/J DEFGRID3
* xyz -2 1
Hg -1.97028 -1.72625 0.22097
C 0.86302 -5.08598 -1.27025
C 0.44578 -3.64598 -0.99442
N -0.37505 -3.41820 0.09868
N 0.24738 -3.82205 1.26355
C -0.06003 -3.39442 2.46332
N 0.78481 -3.85850 3.47142
S -1.30305 -2.31619 2.85027
C -0.04234 -2.90824 -2.21710
C 0.25256 -3.32209 -3.51968
C -0.09966 -2.50943 -4.57838
C -0.74346 -1.30158 -4.33402
C -1.03663 -0.98968 -3.01862
N -0.70417 -1.77877 -2.00246
H 1.20490 -5.57035 -0.35535
H 1.69443 -5.13240 -1.97812
H 0.01327 -5.65587 -1.66181
H 1.17115 -4.22561 1.15590
H 1.19518 -4.76647 3.31576
H 0.37585 -3.74942 4.38401
H 0.77192 -4.25288 -3.69673
H 0.12868 -2.81435 -5.59346
H -1.03153 -0.63511 -5.13667
H -1.58090 -0.08767 -2.75278
S -3.46308 0.21972 -0.18990
C -5.04033 -0.58924 -0.08914
C -6.14726 0.25565 0.07496
C -7.44910 -0.21437 0.13452
C -7.67349 -1.58340 0.04708
C -6.59508 -2.44024 -0.09706
C -5.26189 -1.99381 -0.17974
S -4.00380 -3.20790 -0.38303
H -5.95848 1.32081 0.15501
H -8.27478 0.47933 0.25117
H -8.68168 -1.98295 0.09750
H -6.76143 -3.51000 -0.15484
F 0.44071 2.89637 6.33709
C -0.43268 3.33386 5.40251
F -0.26591 4.67747 5.34601
F -1.66547 3.12282 5.89579
C -0.21582 2.68153 4.07478
C -1.27269 2.13891 3.36582
C -1.04371 1.57283 2.11441
C 0.23271 1.55478 1.56579
C 1.29013 2.09897 2.29988
C 1.07213 2.66210 3.54358
P 0.39619 0.88411 -0.15709
C 2.04313 0.07433 -0.18778
C 3.07608 0.40698 -1.16197
C 4.34568 -0.04171 -1.07216
C 4.80507 -0.68717 0.13620
C 3.98901 -0.87135 1.19474
C 2.54240 -0.65348 1.14202
C 6.24041 -1.06380 0.28386
F 6.95634 -0.84824 -0.84188
F 6.87755 -0.36754 1.26719
F 6.42278 -2.36507 0.60533
C 0.63621 2.58052 -0.92022
C -0.46662 3.11521 -1.58623
C -0.39948 4.35340 -2.21325
C 0.78932 5.06604 -2.19479
C 1.90264 4.55002 -1.54136
C 1.82080 3.32104 -0.90673
C 0.90802 6.37143 -2.91340
F 1.54120 6.24541 -4.10246
F 1.61831 7.28061 -2.21072
F -0.28718 6.93173 -3.17729
H -2.26865 2.13831 3.78759
H -1.86854 1.13728 1.55858
H 2.29475 2.06756 1.89241
H 1.89561 3.08286 4.10950
H 2.78784 0.98939 -2.03203
H 5.04820 0.14267 -1.87351
H 4.41188 -1.22702 2.13093
H 2.07254 -0.37103 2.07965
H -1.39532 2.54986 -1.60265
H -1.26779 4.75971 -2.71518
H 2.82607 5.11663 -1.52187
H 2.69194 2.93426 -0.39006
S 2.27896 -2.75033 -0.74140
C 1.70381 -1.37841 0.14981
*
```

Properties
ΔE to the lowest compared entry with this formula, charge and spin: 170.6 kJ/mol
E_LUMO: 0.1530 Eh
DFT total energy: -124978.1346 eV
frontier orbital gap: 5.497 eV

=====

Entry from the Open Molecules 2025 dataset: C36H26N3PPd as an isolated structure at a distorted geometry (wB97M-V/def2-TZVPD).

Structure (ORCA input):
```
! RIJCOSX wB97M-V def2-TZVPD def2/J DEFGRID3
* xyz 0 1
Pd -0.20132 -0.44752 -1.67430
C -4.48975 -0.93533 -1.47828
C -3.11772 -1.21171 -1.55426
N -2.22108 -0.26349 -1.70405
C -2.59937 1.05095 -1.78752
C -3.95991 1.40599 -1.69113
C -4.90181 0.36474 -1.54231
C -4.32986 2.76999 -1.72274
C -3.34948 3.71332 -1.83470
C -1.99002 3.37468 -1.94883
C -1.56568 2.05220 -1.95048
N -0.30576 1.54061 -2.04821
C 0.90583 2.15575 -2.13753
C 1.20344 3.49020 -2.38527
C 2.52777 3.95692 -2.41593
C 3.59733 3.13048 -2.22301
C 3.36198 1.75192 -2.02124
C 4.40795 0.82038 -1.85322
C 4.12920 -0.50586 -1.68295
C 2.78968 -0.91667 -1.66255
N 1.79405 -0.06905 -1.80178
C 2.03817 1.26617 -1.99038
H -5.18969 -1.74917 -1.35568
H -2.73570 -2.22144 -1.48080
H -5.95252 0.61859 -1.47255
H -5.37395 3.04136 -1.64270
H -3.61415 4.76335 -1.83826
H -1.28252 4.18151 -2.01124
H 0.42176 4.20289 -2.57771
H 2.69245 5.01059 -2.60516
H 4.61350 3.50142 -2.24223
H 5.43097 1.17725 -1.86108
H 4.91129 -1.24230 -1.56500
H 2.51861 -1.95368 -1.51291
C -0.81813 -2.74990 5.68873
C 0.32894 -2.07513 5.29681
C 0.44112 -1.59133 4.00133
C -0.59621 -1.76286 3.08517
C -1.74800 -2.43410 3.49448
C -1.85595 -2.92962 4.78434
P -0.53740 -1.16412 1.37392
C 0.50783 0.33926 1.44802
C -0.18982 1.52039 1.69532
C 0.47900 2.73166 1.77945
C 1.85561 2.78218 1.60078
C 2.56034 1.61091 1.35838
C 1.88839 0.39922 1.28512
C 0.04148 -2.54637 0.32077
C 0.35891 -3.79185 0.86431
C 0.60643 -4.87328 0.03099
C 0.56712 -4.70006 -1.34492
C 0.28770 -3.44773 -1.88310
C 0.02270 -2.34323 -1.07335
H -0.90606 -3.13097 6.69791
H 1.14251 -1.93489 5.99703
H 1.34012 -1.06641 3.70010
H -2.56239 -2.55981 2.79057
H -2.75710 -3.44680 5.08783
H -1.26720 1.48076 1.80858
H -0.07946 3.63985 1.96660
H 2.37715 3.72918 1.65143
H 3.63411 1.64170 1.22083
H 2.44767 -0.51397 1.11747
H 0.37699 -3.92777 1.93960
H 0.83385 -5.84305 0.45561
H 0.76658 -5.53810 -2.00215
H 0.28950 -3.32880 -2.96195
*
```

Properties
ΔE to the lowest compared entry with this formula, charge and spin: 20.3 kJ/mol
E_LUMO: -0.0029 Eh
DFT total energy: -54994.1668 eV
frontier orbital gap: 6.727 eV

=====

Entry from the Open Molecules 2025 dataset: C36H26N4O2PPtS as an isolated structure at a distorted geometry (wB97M-V/def2-TZVPD).

Structure (ORCA input):
```
! RIJCOSX wB97M-V def2-TZVPD def2/J DEFGRID3
* xyz 1 1
Pt 0.11953 -0.28728 0.05219
O 3.82480 3.43470 -1.42322
C 2.93745 3.46223 -2.43918
C 3.13770 4.31575 -3.52439
C 2.24700 4.34955 -4.57634
C 1.12799 3.52270 -4.57451
C 0.92408 2.67751 -3.50695
C 1.80734 2.62885 -2.41741
C 1.49071 1.70074 -1.32138
O 0.42290 0.95383 -1.52112
N 2.23508 1.67766 -0.22632
N 1.75317 0.74610 0.62545
C 2.27776 0.36559 1.72666
C 1.54148 -0.68479 2.44574
C 1.96333 -1.19282 3.65571
C 1.20321 -2.16659 4.28967
C 0.03075 -2.59863 3.70268
C -0.34597 -2.06490 2.48261
N 0.39260 -1.14462 1.87110
H 4.54476 4.04560 -1.61950
H 4.01342 4.95511 -3.53129
H 2.42856 5.02074 -5.40544
H 0.43296 3.53564 -5.40211
H 0.06949 2.01768 -3.49729
H 3.19916 0.79195 2.10617
H 2.88510 -0.82951 4.08822
H 1.53223 -2.58431 5.23125
H -0.58841 -3.35515 4.16144
H -1.23482 -2.39217 1.96176
C -2.21165 5.29932 -1.09737
C -2.11867 5.21661 0.28469
C -1.86598 3.99985 0.89985
C -1.71653 2.85808 0.11539
C -1.81735 2.94111 -1.27624
C -2.06177 4.16169 -1.88031
P -1.50057 1.22789 0.81874
C -1.08332 1.49067 2.56063
C -1.77614 0.86152 3.59049
C -1.36619 1.02725 4.90704
C -0.27437 1.83040 5.20277
C 0.41126 2.47377 4.17980
C 0.01281 2.30231 2.86408
C -2.99137 0.25470 0.74976
C -4.22132 0.71807 1.14188
C -5.33020 -0.14524 1.09025
C -5.18116 -1.41721 0.60711
C -3.93803 -1.88914 0.12312
C -3.80163 -3.16614 -0.47332
C -2.61215 -3.52687 -1.02678
C -1.49328 -2.65800 -0.98490
C -1.55611 -1.43190 -0.37858
C -2.80964 -1.03452 0.18454
H -2.40342 6.25532 -1.56621
H -2.24206 6.10362 0.89136
H -1.79672 3.94806 1.97735
H -1.69774 2.05037 -1.88085
H -2.13286 4.22646 -2.95757
H -2.63610 0.24145 3.37070
H -1.91240 0.53761 5.70254
H 0.03628 1.96580 6.23039
H 1.25587 3.11159 4.40631
H 0.55394 2.80980 2.07239
H -4.33660 1.73240 1.50669
H -6.29708 0.20245 1.42722
H -6.03707 -2.07925 0.55360
H -4.65635 -3.83033 -0.50102
H -2.50369 -4.49008 -1.50780
H -0.57834 -2.98975 -1.45347
S 1.69311 -1.82507 -0.94980
C 1.70124 -3.05714 0.19513
N 1.71098 -3.89728 0.98877
*
```

Properties
ΔE to the lowest compared entry with this formula, charge and spin: 0.0 kJ/mol
E_LUMO: -0.1400 Eh
DFT total energy: -71175.6569 eV
frontier orbital gap: 7.177 eV

=====

Entry from the Open Molecules 2025 dataset: a 6-piece molecular cluster, C36H27BF7O12S overall at a distorted geometry (wB97M-V/def2-TZVPD).

Structure (ORCA input):
```
! RIJCOSX wB97M-V def2-TZVPD def2/J DEFGRID3
* xyz -1 1
C -1.61008 1.60736 0.80976
C -0.24793 1.19196 0.33675
C 0.40899 -0.29805 0.52392
B 0.46683 -0.83535 2.08470
S 1.67942 0.17212 3.17469
O 2.10931 1.50467 2.50794
O 2.98713 -0.71446 3.19936
C 1.12536 0.30302 4.95251
F 0.36201 -0.96687 5.24821
F 2.36039 0.20217 5.81731
C 0.16133 1.56412 5.32428
F 0.40043 2.81153 4.56762
F 0.45510 1.90251 6.76826
C -1.45717 1.24762 5.27801
F -1.92930 0.42056 6.45104
F -2.13597 2.58345 5.47347
F -1.94712 0.73832 3.97607
H -2.62383 1.20027 0.33004
H -1.61812 2.42336 1.67932
H 0.41619 2.00431 -0.22804
H 1.45736 -0.36748 -0.04100
H -0.30419 -1.05474 -0.06270
H -0.60640 -0.93372 2.57781
H 0.88549 -1.95735 2.02331
C 0.91750 -3.82372 -3.26339
C 0.33504 -4.08850 -4.43683
C -0.74336 -3.23137 -4.96748
O -1.27840 -3.47411 -6.04047
C -1.15180 -2.07006 -4.15241
C -0.56934 -1.80528 -2.97897
C 0.50906 -2.66241 -2.44832
O 1.04410 -2.41967 -1.37533
H 1.70934 -4.44261 -2.85940
H 0.62388 -4.93605 -5.04680
H -1.94364 -1.45117 -4.55640
H -0.85818 -0.95773 -2.36901
C -2.26133 7.05497 2.27666
C -1.93393 5.79288 1.98295
C -1.32096 5.44234 0.68657
O -1.02282 4.28714 0.41611
C -1.08246 6.54011 -0.27145
C -1.40985 7.80220 0.02226
C -2.02282 8.15274 1.31863
O -2.32097 9.30794 1.58909
H -2.71231 7.32907 3.22256
H -2.10182 4.97658 2.67526
H -0.63147 6.26602 -1.21736
H -1.24196 8.61850 -0.67005
C 0.18361 -2.13708 -8.21783
C 0.02238 -0.93762 -8.78494
C 1.12860 -0.27517 -9.50372
O 0.98251 0.82355 -10.02138
C 2.41865 -0.98987 -9.57288
C 2.57988 -2.18933 -9.00576
C 1.47366 -2.85178 -8.28698
O 1.61976 -3.95051 -7.76933
H -0.61719 -2.63655 -7.68631
H -0.91785 -0.40090 -8.74362
H 3.21945 -0.49040 -10.10439
H 3.52012 -2.72605 -9.04709
C -1.73773 5.54850 10.42847
C -0.48881 5.78540 10.84124
C 0.67615 5.36968 10.03548
O 1.81964 5.58433 10.41347
C 0.40763 4.68388 8.75588
C -0.84130 4.44697 8.34310
C -2.00626 4.86269 9.14887
O -3.14974 4.64805 8.77088
H -2.60328 5.84614 11.00768
H -0.27534 6.28799 11.77701
H 1.27318 4.38623 8.17667
H -1.05476 3.94438 7.40734
C 0.19457 -9.03285 -5.09549
C 1.03590 -8.02537 -5.34739
C 1.98968 -7.55016 -4.32577
O 2.75872 -6.62678 -4.55479
C 1.97882 -8.23209 -3.01632
C 1.13749 -9.23958 -2.76442
C 0.18371 -9.71478 -3.78604
O -0.58533 -10.63816 -3.55702
H -0.51177 -9.39317 -5.83340
H 1.05663 -7.51542 -6.30308
H 2.68516 -7.87177 -2.27842
H 1.11676 -9.74952 -1.80873
*
```

Properties
ΔE to the lowest compared entry with this formula, charge and spin: 399.3 kJ/mol
E_LUMO: -0.0188 Eh
DFT total energy: -92860.1192 eV
frontier orbital gap: 3.663 eV

=====

Entry from the Open Molecules 2025 dataset: C36H27BrF4N4OPSeW as an isolated structure at a distorted geometry (wB97M-V/def2-TZVPD).

Structure (ORCA input):
```
! RIJCOSX wB97M-V def2-TZVPD def2/J DEFGRID3
* xyz 3 3
W -4.99465 23.22605 10.66256
F -1.02768 19.46901 6.02627
C -1.79623 20.47215 6.46300
C -1.77312 21.70997 5.82979
F -0.94736 21.88070 4.76844
C -2.61108 22.70547 6.31435
F -2.57442 23.88952 5.68372
C -3.33669 22.54649 7.53266
P -4.36508 23.77493 8.34903
C -3.54632 25.35051 8.34016
C -4.25136 26.55760 8.30562
C -3.57890 27.74437 8.65063
C -2.23301 27.71137 8.96928
C -1.53116 26.51893 8.96054
C -2.16687 25.31999 8.65241
C -5.87834 23.84131 7.30251
C -7.02146 23.00389 7.43887
C -8.11993 23.18235 6.58652
C -8.08942 24.09574 5.52638
C -6.95854 24.81925 5.31482
C -5.86911 24.69197 6.16160
C -3.34315 21.29454 8.10157
Br -4.51508 20.97007 9.80259
C -2.57209 20.27533 7.59057
F -2.53448 19.11439 8.25399
H -5.25786 26.64463 7.92168
H -4.11331 28.68264 8.62654
H -1.74933 28.67022 9.22329
H -0.49304 26.45113 9.22648
H -1.58327 24.40825 8.64686
H -7.08058 22.20991 8.17262
H -8.99904 22.56167 6.73578
H -8.98231 24.25288 4.93646
H -6.91395 25.52906 4.48976
H -4.90447 25.12103 5.92724
C -3.88763 14.09737 14.61352
C -3.98666 15.60894 14.54279
C -3.81538 16.18120 13.27642
C -3.70675 17.57285 13.20898
C -3.71332 18.35895 14.35593
N -3.37874 19.75288 14.20103
C -2.77969 20.50768 15.14109
O -2.77187 20.26967 16.35024
N -2.00589 21.57221 14.60174
C -2.37346 22.47632 13.60542
C -1.45734 23.49648 13.28055
C -1.91393 24.64551 12.61139
C -3.27155 24.70867 12.23136
N -4.04110 23.59150 12.33184
C -3.62577 22.46349 13.02017
C -3.92687 17.82295 15.61397
C -4.04421 16.40733 15.67780
H -4.10627 13.65066 13.62252
H -4.60298 13.61148 15.27881
H -2.87032 13.77467 14.93026
H -3.80997 15.53812 12.38803
H -3.59583 18.06164 12.22839
H -3.17379 20.02070 13.21284
H -1.28723 21.90512 15.23774
H -0.39106 23.41242 13.57941
H -1.29046 25.53384 12.47749
H -3.70553 25.60893 11.81828
H -4.34601 21.66403 13.24783
H -4.03203 18.47960 16.47907
H -4.33848 15.90896 16.58939
Se -7.20736 24.13359 10.54389
C -8.09736 23.66067 12.22604
C -7.97364 22.40766 12.80033
C -8.76548 22.09997 13.91297
N -9.68740 22.93144 14.37141
C -9.79449 24.13958 13.81007
C -9.04052 24.56041 12.72247
H -7.21101 21.66103 12.47857
H -8.73155 21.13030 14.42997
H -10.49836 24.78507 14.28412
H -9.17553 25.55553 12.33508
*
```

Properties
ΔE to the lowest compared entry with this formula, charge and spin: 38.6 kJ/mol
E_LUMO (spin up / spin down): -0.4186 / -0.4325 Eh
DFT total energy: -203119.9756 eV
frontier orbital gap (spin up / spin down): 3.127 / 2.750 eV

=====

Entry from the Open Molecules 2025 dataset: C36H27BrFeN7O2S2Se as an isolated structure (wB97M-V/def2-TZVPD).

Structure (ORCA input):
```
! RIJCOSX wB97M-V def2-TZVPD def2/J DEFGRID3
* xyz 2 6
Fe 0.81318 1.40846 0.01344
S 1.90054 0.28000 1.82125
C 1.52518 -1.31061 1.33457
N 1.53259 -2.29395 2.18856
C 1.34774 -3.67870 1.73744
C 0.28640 -3.69923 0.68001
N 0.67850 -2.78759 -0.40255
C 0.23873 -3.19009 -1.76507
C -1.24230 -2.97019 -1.94013
C -2.15046 -3.92606 -1.49500
C -3.51436 -3.71795 -1.62880
C -3.97986 -2.55689 -2.22761
C -3.07817 -1.61269 -2.69672
C -1.71403 -1.81234 -2.54975
C 1.23865 -1.63498 -0.13826
S 1.68862 -0.52156 -1.33085
C 1.68127 -2.12872 3.65679
C 0.41631 -2.59103 4.33265
C 0.43782 -3.64220 5.24045
C -0.74216 -4.06845 5.83628
C -1.94312 -3.45475 5.51344
C -1.96854 -2.40742 4.59986
C -0.79064 -1.97316 4.01541
H 1.03671 -4.26733 2.59676
H 2.30300 -4.05805 1.36755
H -0.68259 -3.38747 1.07882
H 0.18950 -4.69747 0.26112
H 0.49148 -4.24558 -1.85935
H 0.82337 -2.63282 -2.48923
H -1.79552 -4.85490 -1.06266
H -4.21162 -4.46943 -1.28443
H -5.04319 -2.39994 -2.34858
H -3.44416 -0.72715 -3.20030
H -1.00914 -1.08293 -2.93014
H 1.89158 -1.08288 3.85444
H 2.54408 -2.72026 3.96604
H 1.37674 -4.12081 5.49524
H -0.72124 -4.88032 6.55049
H -2.86150 -3.79099 5.97549
H -2.90254 -1.92593 4.34264
H -0.81972 -1.15532 3.30354
Se 3.12424 4.69636 -6.56169
N 3.92230 4.36957 -5.00950
C 3.02470 3.83868 -4.22228
C 3.29901 3.43369 -2.84959
C 4.54480 3.59662 -2.23968
C 4.70922 3.19716 -0.93094
C 3.62871 2.64390 -0.25664
N 2.43889 2.48387 -0.82795
C 2.26635 2.86630 -2.10851
C 0.93308 2.67505 -2.68452
N 0.00920 2.09585 -1.89310
C -1.22396 1.93429 -2.35090
C -1.60129 2.34456 -3.62690
C -0.66012 2.91342 -4.45483
C 0.64449 3.08283 -3.98272
C 1.71278 3.67073 -4.77990
N 1.55662 4.06618 -6.01548
H 5.35713 4.03424 -2.80514
H 5.65623 3.30959 -0.42340
H 3.72074 2.32610 0.77397
H -1.92821 1.44801 -1.68855
H -2.62339 2.21007 -3.95063
H -0.90672 3.23459 -5.45838
Br 1.22168 5.01794 0.86445
C -0.39200 4.13919 1.25968
C -1.42336 4.88319 1.81282
C -2.59676 4.23552 2.15057
C -2.70372 2.86942 1.92424
C -1.63888 2.21407 1.35129
N -0.48542 2.83501 1.01480
C -1.72770 0.73067 1.04490
O -2.62600 0.06624 1.49511
O -0.76666 0.29359 0.27239
H -1.29038 5.94179 1.97885
H -3.41536 4.79022 2.58910
H -3.58743 2.30116 2.17619
*
```

Properties
ΔE to the lowest compared entry with this formula, charge and spin: 0.0 kJ/mol
E_LUMO (spin up / spin down): -0.2373 / -0.2643 Eh
DFT total energy: -243732.4084 eV
frontier orbital gap (spin up / spin down): 7.336 / 6.617 eV